Entry from the OMol25 dataset: C49H43HfN2O3P2S as an isolated structure in a non-equilibrium geometry (ωB97M-V/def2-TZVPD).

CARTESIAN COORDINATES (ANGSTROEM)
1 Hf -13.3500 -0.6673 16.7111
2 O -14.9739 -4.3235 16.0307
3 C -14.9028 -3.1425 15.7869
4 O -13.7620 -2.4485 15.9994
5 C -16.0235 -2.3558 15.1414
6 C -16.7928 -3.1480 14.2426
7 C -17.9821 -2.7021 13.7303
8 C -18.4425 -1.4342 14.0744
9 C -17.7002 -0.5994 14.8926
10 C -16.4440 -1.0429 15.4145
11 S -15.6704 0.2056 16.3659
12 H -16.4834 -4.1514 13.9969
13 H -18.5639 -3.3279 13.0354
14 H -19.3826 -1.1258 13.7028
15 H -18.0798 0.3843 15.1123
16 C -17.6107 -0.6449 19.7405
17 C -16.1128 -0.2566 19.7933
18 C -15.6590 0.3200 21.1093
19 C -15.2877 -1.4548 19.3572
20 C -15.1459 -2.5699 20.3674
21 O -13.8345 -2.3213 20.9227
22 C -13.1615 -1.6207 20.0276
23 N -13.8326 -1.0989 19.0848
24 C -11.6961 -1.5960 20.3201
25 C -11.1954 -2.4409 21.3264
26 C -9.8289 -2.5008 21.5924
27 C -8.9748 -1.6860 20.9051
28 C -9.4183 -0.9356 19.8339
29 C -10.7778 -0.8311 19.5678
30 P -11.2909 0.0784 18.1186
31 C -11.7797 1.6956 18.7314
32 C -11.6167 2.0262 20.0734
33 C -12.0568 3.2296 20.5431
34 C -12.6869 4.1015 19.6715
35 C -12.7938 3.8156 18.2870
36 C -12.3000 2.6065 17.8313
37 C -9.7898 0.0664 17.1034
38 C -8.9107 1.1402 16.9885
39 C -7.6916 0.8832 16.3863
40 C -7.4126 -0.3796 15.8599
41 C -8.3171 -1.4340 15.8561
42 C -9.5182 -1.1955 16.5189
43 H -18.2061 0.2515 19.9977
44 H -17.8749 -1.4053 20.4719
45 H -17.8923 -0.9695 18.7341
46 H -15.9427 0.5186 19.0453
47 H -15.9835 -0.2915 21.9782
48 H -16.0592 1.3154 21.2909
49 H -14.5863 0.4732 21.2086
50 H -15.7914 -1.8122 18.4423
51 H -15.1293 -3.5613 19.9466
52 H -15.8363 -2.5314 21.2008
53 H -11.8385 -3.0351 21.9025
54 H -9.4552 -3.1477 22.3534
55 H -7.9437 -1.6773 21.2222
56 H -8.6751 -0.4474 19.2421
57 H -11.1427 1.3278 20.7680
58 H -11.9854 3.4918 21.6040
59 H -13.1404 5.0100 20.0448
60 H -13.2358 4.5827 17.6170
61 H -12.3234 2.2747 16.7683
62 H -9.1710 2.1167 17.3313
63 H -6.9107 1.6400 16.2225
64 H -6.4314 -0.5189 15.3927
65 H -8.1257 -2.3748 15.3854
66 H -10.2559 -1.9967 16.5558
67 N -12.4371 0.1054 15.1596
68 P -12.6188 0.4144 13.5788
69 C -11.1646 1.2451 12.8610
70 C -11.2964 2.0207 11.6893
71 C -10.2169 2.7286 11.2182
72 C -8.9856 2.6185 11.8779
73 C -8.8275 1.8213 12.9836
74 C -9.9121 1.1582 13.4755
75 C -14.0133 1.5187 13.3136
76 C -15.1275 1.2754 12.5227
77 C -16.0923 2.2802 12.4218
78 C -15.9322 3.4854 13.0768
79 C -14.7450 3.7506 13.7408
80 C -13.7850 2.8042 13.8533
81 C -12.9032 -0.9947 12.4312
82 C -11.8434 -1.3922 11.6334
83 C -11.9799 -2.3690 10.6450
84 C -13.1737 -3.0550 10.5311
85 C -14.2479 -2.7247 11.3464
86 C -14.0992 -1.7131 12.2831
87 H -12.2820 2.0963 11.1918
88 H -10.2759 3.3079 10.3082
89 H -8.1367 3.1585 11.4635
90 H -7.8676 1.7965 13.4762
91 H -9.8329 0.5712 14.3876
92 H -15.2587 0.3221 12.0732
93 H -17.0180 2.0963 11.9116
94 H -16.7433 4.2489 13.0235
95 H -14.6421 4.7324 14.2064
96 H -12.9155 3.0074 14.4593
97 H -10.9073 -0.8715 11.7258
98 H -11.0965 -2.6058 10.0488
99 H -13.2846 -3.8727 9.8576
100 H -15.2038 -3.2878 11.3135
101 H -14.9866 -1.4581 12.8528

As for the total charge: +1. As for the HOMO energy: -10.155 eV. The relative energy (zero: lowest compared OMol25 entry of this formula, charge and spin) is 40.3 kJ/mol.

Löwdin population analysis, charges in e, atoms 1 to 99: Hf 1.21; O 0.12; C -0.53; O -0.23; C -0.16; C -0.04; C -0.08; C -0.07; C -0.12; C -0.59; S 0.63; H 0.12; H 0.12; H 0.10; H 0.09; C -0.04; C -0.41; C -0.06; C -0.29; C -0.04; O 0.03; C -0.35; N 0.05; C -0.10; C 0.02; C -0.04; C -0.05; C -0.05; C -0.30; P 1.00; C -0.37; C -0.08; C -0.07; C -0.05; C -0.05; C -0.12; C -0.39; C -0.08; C -0.08; C -0.08; C -0.05; C -0.11; H 0.09; H 0.08; H 0.08; H 0.08; H 0.10; H 0.08; H 0.07; H 0.12; H 0.14; H 0.13; H 0.11; H 0.11; H 0.12; H 0.11; H 0.11; H 0.12; H 0.11; H 0.12; H 0.08; H 0.11; H 0.12; H 0.12; H 0.11; H 0.11; N -0.40; P 0.86; C -0.30; C -0.07; C -0.06; C -0.07; C -0.08; C -0.08; C -0.30; C -0.05; C -0.06; C -0.07; C -0.09; C -0.11; C -0.25; C -0.08; C -0.06; C -0.07; C -0.06; C -0.10; H 0.13; H 0.11; H 0.11; H 0.10; H 0.08; H 0.08; H 0.10; H 0.13; H 0.11; H 0.10; H 0.09; H 0.11; H 0.10